Density functional theory data (wB97M-V/def2-TZVPD) for a molecular structure, C4H8MgO3Rh in a non-equilibrium geometry.

Cartesian coordinates (Å):
O 2.0776 2.1074 -0.1176
Mg 3.4078 0.8076 0.2115
Rh 0.8452 1.1263 1.0361
O 1.9565 -0.4289 0.3812
O -0.6744 -0.1214 0.5424
C -1.8049 0.4632 -0.1285
C -0.1896 -1.3525 -0.0079
C -1.4591 1.8425 -0.5490
C 1.2397 -1.6188 0.4336
H -2.6785 0.4230 0.5492
H -2.0713 -0.1610 -0.9968
H -0.1757 -1.2226 -1.1032
H -0.8831 -2.1624 0.2592
H -0.3228 2.2475 -0.7585
H 1.3192 -2.0268 1.4555
H 1.6611 -2.3912 -0.2317
H -2.2476 2.4680 -0.9757

Summary:
Kohn-Sham gap (alpha / beta) ... 6.08 / 7.27 eV
ΔE to the lowest compared entry with this formula, charge and spin ... 13.1 kcal per mole
⟨S²⟩ ... 8.769
2S+1 ... 6
Charge ... +2

Atomic partial charges in e from the natural (NBO) method, atoms 1 to 4: -0.86, 1.90, 1.42, -1.01

=====

Density functional theory data (wB97M-V/def2-TZVPD) for a gas-phase ion, C4H8N (charge +1) in a non-equilibrium geometry.

Cartesian coordinates (Å):
C -0.1361 -0.7456 -2.1242
C 0.4089 -0.2882 -0.8240
C -0.3645 0.1461 0.1743
N 0.1787 0.8794 1.2700
C -0.1158 0.6403 2.5238
H -0.6617 0.1168 -2.5625
H 0.6142 -0.8621 -2.9019
H -0.8864 -1.5286 -2.0496
H 1.4885 -0.3246 -0.6729
H -1.4343 0.0564 0.0437
H 1.1936 0.8556 1.0953
H 0.2350 1.3847 3.2304
H -0.5200 -0.3301 2.7978

Summary:
Kohn-Sham gap ... 7.72 eV
ΔE to the lowest compared entry with this formula, charge and spin ... 42.5 kcal per mole
Charge ... +1

Atomic partial charges in e from the natural (NBO) method, atoms 1 to 4: -0.69, -0.06, -0.13, -0.45

=====

Density functional theory data (wB97M-V/def2-TZVPD) for a gas-phase ion, C4H8N (charge +1) in a non-equilibrium geometry.

Cartesian coordinates (Å):
C 1.2520 -0.3070 -0.8805
C 0.1900 -0.4982 0.0124
C 2.1109 -0.0347 -1.9581
C -0.5922 -0.6948 1.1616
N -1.4927 0.5768 1.3246
H 2.2364 1.1693 -2.0958
H 3.1516 -0.5874 -1.8922
H 1.7593 -0.2230 -2.9593
H -0.1409 -0.7543 2.0648
H -1.3652 -1.6375 1.1039
H -1.6692 0.6691 2.3032
H -2.3431 0.5730 0.7736
H -1.1725 1.4093 0.8719

Summary:
Kohn-Sham gap ... 9.33 eV
ΔE to the lowest compared entry with this formula, charge and spin ... 73.4 kcal per mole
Charge ... +1

Atomic partial charges in e from the natural (NBO) method, atoms 1 to 4: 0.21, -0.20, -0.77, -0.26

=====

Density functional theory data (wB97M-V/def2-TZVPD) for C4H8N2 in the gas phase in a non-equilibrium geometry.

Cartesian coordinates (Å):
C 2.0615 0.0718 0.4246
C 0.6147 0.5284 0.3815
N -0.1825 -0.3455 -0.4558
C -1.5237 -0.0694 -0.5460
C -2.2750 -0.0210 1.0765
N -2.9456 -0.9732 0.9217
H 2.4859 0.0211 -0.5829
H 2.1503 -0.9174 0.8880
H 2.6601 0.7681 1.0170
H 0.1731 0.5761 1.3910
H 0.5442 1.5370 -0.0425
H 0.0429 -1.3299 -0.3737
H -2.0532 -0.7852 -1.1785
H -1.7627 0.9551 -0.8013

Summary:
Kohn-Sham gap ... 10.31 eV
ΔE to the lowest compared entry with this formula, charge and spin ... 54.0 kcal per mole

Atomic partial charges in e from the natural (NBO) method, atoms 1 to 4: -0.62, -0.22, -0.58, -0.11

=====

Density functional theory data (wB97M-V/def2-TZVPD) for a molecular structure, C4H8N2 in a non-equilibrium geometry.

Cartesian coordinates (Å):
C 1.5606 0.2354 0.0347
N 1.5864 -1.1375 0.3497
C 0.4593 -1.0844 -0.5731
C -0.1406 0.2690 -0.4305
C -2.0283 0.1281 0.1622
N -0.8865 0.5191 0.8419
H 2.2178 0.5243 -0.7828
H 1.5576 0.9538 0.8709
H 1.2504 -1.2827 1.3000
H 0.6452 -1.4560 -1.5712
H -0.3304 0.9449 -1.2649
H -2.1524 -0.9441 0.0227
H -2.8566 0.8125 -0.0080
H -0.8827 1.5175 1.0484

Summary:
Kohn-Sham gap (alpha / beta) ... 7.47 / 7.60 eV
ΔE to the lowest compared entry with this formula, charge and spin ... 149.7 kcal per mole

Atomic partial charges in e from the natural (NBO) method, atoms 1 to 4: -0.15, -0.62, -0.09, -0.15

=====

Density functional theory data (wB97M-V/def2-TZVPD) for C4H8N2 in the gas phase in a non-equilibrium geometry.

Cartesian coordinates (Å):
C 0.4683 0.5513 -0.1666
C 1.7979 0.6773 0.0657
C 2.7917 -0.4455 -0.1124
C -2.9328 -0.2595 -0.0815
N -0.7911 0.5568 -0.4302
N -1.8067 0.4114 0.5658
H 2.1800 1.7010 -0.0163
H 2.8978 -0.6394 -1.2150
H 2.4812 -1.4535 0.2968
H 3.8142 -0.0541 0.4106
H -3.0652 0.3297 -0.9979
H -2.6329 -1.2029 -0.3972
H -3.7566 -0.1405 0.5666
H -1.4457 -0.0320 1.5114

Summary:
Kohn-Sham gap ... 9.46 eV
ΔE to the lowest compared entry with this formula, charge and spin ... 79.9 kcal per mole

Atomic partial charges in e from the natural (NBO) method, atoms 1 to 4: 0.32, -0.37, -0.63, -0.41

=====

Density functional theory data (wB97M-V/def2-TZVPD) for C4H8N2 in the gas phase.

Cartesian coordinates (Å):
C -1.1132 1.1165 1.1753
N -1.0324 1.6488 -0.1804
C -1.2693 0.1967 0.0232
C -0.2605 -0.8253 -0.3167
C 1.9389 -0.9478 -0.8901
N 1.0269 -0.8422 0.1023
H -1.9915 1.3986 1.7558
H -0.1901 1.0430 1.7492
H -0.0579 1.8009 -0.4420
H -2.2758 -0.0924 -0.2785
H -0.4513 -1.5149 -1.1300
H 1.6933 -0.4046 -1.7993
H 2.6909 -1.7359 -0.8599
H 1.2919 -0.8414 1.0913

Summary:
Kohn-Sham gap (alpha / beta) ... 7.90 / 7.83 eV
ΔE to the lowest compared entry with this formula, charge and spin ... 94.2 kcal per mole

Atomic partial charges in e from the natural (NBO) method, atoms 1 to 4: -0.26, -0.57, -0.15, -0.08

=====

Density functional theory data (wB97M-V/def2-TZVPD) for C4H8N2 in the gas phase.

Cartesian coordinates (Å):
C -1.4725 0.9943 -0.2283
C -1.5850 -0.5240 -0.2862
C 1.5925 -0.2076 0.8170
N 2.4119 -0.8408 -0.1626
C 0.6972 0.7144 0.5444
N -0.1811 1.5221 0.2381
H -1.6450 1.4343 -1.2170
H -2.2371 1.4137 0.4342
H -2.5785 -0.8144 -0.6393
H -1.4258 -0.9711 0.7014
H -0.8389 -0.9552 -0.9637
H 1.6521 -0.5977 1.8288
H 2.2117 -0.4777 -1.0886
H 3.3985 -0.6904 0.0218

Summary:
Kohn-Sham gap ... 8.95 eV
ΔE to the lowest compared entry with this formula, charge and spin ... 37.7 kcal per mole

Atomic partial charges in e from the natural (NBO) method, atoms 1 to 4: -0.23, -0.64, -0.22, -0.81